Record 1
Computed, not measured: a 2-piece molecular cluster, C2H9N2 overall, with the ωB97M-V functional and the def2-TZVPD basis.

Properties
- energy relative to the best compared isomer or geometry (same formula, charge and spin) (eV) = 0.647
- E_LUMO (eV) = -3.21
- charge = +1
- total energy (eV) = -5193.3072
- E_HOMO (eV) = -15.40
- multiplicity = 1

Positions of all 13 atoms, in Å:
C  -2.15402  0.23044  -0.52513
N  -1.29740  -0.57326  -1.00445
H  -3.19791  0.23141  -0.83068
H  -1.84895  0.95840  0.21370
H  0.23831  -0.65306  -0.35079
H  -1.71866  -1.19228  -1.69136
C  1.35397  0.68069  0.88080
N  1.21735  -0.58310  0.08638
H  2.35419  0.74445  1.29841
H  0.62301  0.66556  1.67434
H  1.16395  1.52069  0.22287
H  1.91187  -0.62930  -0.65663
H  1.35430  -1.40065  0.68255

Record 2
Computed, not measured: one molecule with the formula C16H19N in a non-equilibrium geometry, with the ωB97M-V functional and the def2-TZVPD basis.

Properties
- SMILES string = C=C(C)c1cc2c(C)cc(C)cc2nc1CC
- E_LUMO (eV) = 0.41
- total energy (eV) = -18390.2482
- E_HOMO (eV) = -8.17
- multiplicity = 1

Positions of all 36 atoms, in Å:
C  -2.34571  -2.77898  -0.08736
C  -1.19125  -2.52538  0.61510
C  -0.54588  -3.67209  1.42877
C  -0.58932  -1.19347  0.45020
C  -0.29124  -0.76495  -0.84579
C  0.43776  0.41121  -1.03771
C  0.69256  0.99166  -2.29918
C  0.05692  0.41557  -3.50725
C  1.45488  2.12994  -2.41124
C  1.91608  2.80299  -1.26153
C  2.63441  4.11555  -1.38298
C  1.63308  2.26405  -0.05123
C  0.85517  1.10445  0.08132
N  0.53953  0.74061  1.35115
C  -0.14173  -0.40922  1.54676
C  -0.43628  -0.71820  2.97897
C  -1.95545  -0.46788  3.27644
H  -2.82766  -1.97588  -0.60286
H  -2.86047  -3.70638  -0.04510
H  -0.86803  -3.61017  2.46263
H  -0.93070  -4.59908  1.01472
H  0.54602  -3.65399  1.41716
H  -0.55931  -1.40551  -1.69137
H  0.50063  -0.51392  -3.72753
H  -1.02623  0.33130  -3.41680
H  0.21530  1.04469  -4.38764
H  1.65777  2.51675  -3.41750
H  3.45070  4.05004  -2.13678
H  1.88846  4.85779  -1.68453
H  3.12378  4.39530  -0.41952
H  1.92017  2.78315  0.84850
H  0.17978  -0.07752  3.67391
H  -0.13147  -1.75546  3.19019
H  -2.17195  0.61087  3.18427
H  -2.59314  -1.01461  2.59698
H  -2.23719  -0.72324  4.29681

Record 3
Computed, not measured: a 2-piece molecular cluster, C5H8N4O3 overall in a non-equilibrium geometry, with the ωB97M-V functional and the def2-TZVPD basis.

Properties
- energy relative to the best compared isomer or geometry (same formula, charge and spin) (eV) = 2.710
- E_LUMO (eV) = 0.53
- total energy (eV) = -17413.9393
- E_HOMO (eV) = -8.30
- multiplicity = 1

Positions of all 20 atoms, in Å:
C  0.49135  1.22423  1.17128
C  -0.02669  -0.65964  -0.76885
C  -2.82468  2.01560  1.83497
C  -0.69646  -2.20167  1.02916
C  0.19461  1.23494  -2.45144
N  0.04579  0.06618  1.51362
N  -0.38659  -0.87691  0.47829
N  -0.23766  0.83490  -1.17821
N  0.35116  1.55674  -0.07028
O  -2.88925  0.90638  2.06839
O  0.23923  -1.43418  -1.64558
O  -2.72190  3.16997  1.76287
H  -1.53058  -2.65921  0.40729
H  0.23250  -2.96297  1.02853
H  -1.24453  -2.11699  1.91176
H  -0.38737  0.81603  -3.28579
H  -0.20272  2.21400  -2.42567
H  1.28383  1.12724  -2.66888
H  -0.00956  -0.48106  2.33472
H  0.81578  2.32156  -0.43965

Record 4
Computed, not measured: a 11-piece molecular cluster, C35H100N14O11 overall in a non-equilibrium geometry, with the ωB97M-V functional and the def2-TZVPD basis.

Properties
- SMILES string = COC[C@H](C)N.COC[C@H](C)N.COC[C@H](C)N.COC[C@H](C)N.COC[C@H](C)N.COC[C@H](C)N.COC[C@H](C)N.COC[C@H](C)N.NC(N)=O.NC(N)=O.NC(N)=O
- energy relative to the best compared isomer or geometry (same formula, charge and spin) (eV) = 1.956
- E_LUMO (eV) = 0.22
- total energy (eV) = -81298.0035
- E_HOMO (eV) = -8.42
- multiplicity = 1

Positions of all 160 atoms, in Å:
C  11.90087  8.05140  20.24439
O  10.53590  7.94581  20.58152
C  9.96051  6.68161  20.38015
C  10.52574  5.62615  21.31563
C  9.90760  4.27147  20.93942
N  10.27180  5.96308  22.71818
H  12.46306  7.30962  20.75369
H  12.22398  8.98379  20.69864
H  12.00989  8.14311  19.16439
H  8.89075  6.86047  20.48411
H  10.29384  6.34354  19.38461
H  11.63057  5.56919  21.20232
H  8.84095  4.42643  21.06870
H  10.26312  3.39390  21.50311
H  10.16384  4.05424  19.89166
H  9.33905  5.68790  22.98806
H  10.50191  6.94694  22.87853
C  14.71246  0.98577  17.95890
O  16.08258  0.94086  17.68805
C  16.82470  0.27508  18.65963
C  18.28736  0.21951  18.21207
C  18.38282  -0.35471  16.80094
N  19.14444  -0.41706  19.24880
H  14.14478  1.58597  17.25232
H  14.61560  1.32217  19.00185
H  14.31468  -0.02318  17.98224
H  16.84771  0.86842  19.55755
H  16.52435  -0.73925  18.98719
H  18.62445  1.27767  18.10274
H  18.02832  -1.38777  16.81496
H  19.42129  -0.30588  16.45869
H  17.79684  0.24268  16.08813
H  20.01821  -0.70327  18.88036
H  18.71874  -1.09598  19.88050
C  20.09115  4.01851  15.08076
O  18.94925  4.35531  14.20232
C  19.03220  5.69170  13.80028
C  17.62768  6.23271  13.52961
C  17.74973  7.64075  12.90728
N  16.85082  6.15422  14.70365
H  20.97748  4.29007  14.51223
H  19.97843  2.96687  15.32182
H  20.13143  4.57410  16.02055
H  19.35035  6.37514  14.62772
H  19.58371  5.85559  12.87195
H  17.22480  5.56567  12.77191
H  18.28240  8.33354  13.57500
H  16.75224  8.05448  12.82977
H  18.19661  7.54325  11.92221
H  16.79533  5.27343  15.22115
H  16.91502  6.99775  15.26156
C  13.28613  4.26238  13.44742
O  12.28616  4.90590  14.19624
C  11.85497  4.32009  15.47250
C  12.70324  4.61778  16.67292
C  12.17705  3.82235  17.88515
N  12.72771  6.06419  16.90264
H  14.28662  4.26772  13.92261
H  13.40038  4.82334  12.52124
H  13.08019  3.21508  13.28516
H  10.85733  4.71138  15.67880
H  11.72433  3.19882  15.42826
H  13.71338  4.27461  16.37746
H  12.84238  3.94818  18.73623
H  12.21389  2.74735  17.66381
H  11.17160  4.14610  18.14201
H  13.08479  6.50841  16.05919
H  13.47178  6.34404  17.53233
C  18.61878  5.79933  21.70296
O  18.38634  5.60761  23.07381
C  19.46760  5.39384  23.97676
C  18.78655  5.34565  25.30716
C  17.80319  4.19395  25.31992
N  18.07576  6.63036  25.50165
H  17.89126  6.51707  21.33887
H  18.69914  4.84388  21.21270
H  19.56804  6.37124  21.53609
H  19.94992  4.45274  23.67852
H  20.20102  6.17782  23.83973
H  19.47571  5.24033  26.14111
H  17.03182  4.47590  24.60134
H  17.45866  4.06211  26.32966
H  18.19900  3.24310  25.00275
H  18.73122  7.40613  25.67998
H  17.56951  6.89945  24.67835
C  12.88852  11.61363  19.23299
O  13.69722  11.29211  20.33617
C  14.63496  10.31233  20.04314
C  15.58145  10.37180  21.20894
C  16.68159  9.34077  20.97261
N  15.12412  10.26623  22.53685
H  12.03885  10.94972  19.11332
H  13.45541  11.61747  18.27350
H  12.48343  12.60929  19.40708
H  14.25580  9.30700  20.02226
H  15.26667  10.49381  19.14348
H  16.13053  11.29528  21.27436
H  17.08960  9.23800  19.93848
H  16.21337  8.33948  21.14091
H  17.47044  9.46049  21.70855
H  14.69679  9.35254  22.73536
H  14.36364  10.93861  22.64419
C  11.06043  0.24514  18.74678
O  11.44402  1.04644  19.84325
C  12.24037  0.36900  20.80986
C  12.44976  1.23181  22.07041
C  13.28632  2.45986  21.69725
N  13.18716  0.42461  23.05236
H  10.35234  0.82875  18.16534
H  10.56124  -0.69308  19.05537
H  11.93268  -0.03761  18.11307
H  11.74195  -0.51615  21.13003
H  13.27104  0.11283  20.52832
H  11.46319  1.55087  22.39807
H  14.23748  2.08677  21.28200
H  13.52429  3.08198  22.55484
H  12.77716  3.06232  20.95611
H  13.67901  1.00110  23.69738
H  12.62650  -0.26942  23.53429
C  14.94968  5.50767  20.60365
O  14.86691  6.03501  19.28410
C  16.10526  6.35277  18.73613
C  17.03454  5.11198  18.59383
C  18.43245  5.55675  18.12497
N  16.46729  4.28874  17.50661
H  13.99755  5.12444  20.89032
H  15.17363  6.34489  21.25185
H  15.63781  4.70189  20.56607
H  16.03713  6.82286  17.75588
H  16.58604  7.13860  19.35481
H  17.10567  4.67856  19.58075
H  18.39890  5.87934  17.06988
H  18.97503  4.57899  18.24320
H  18.90432  6.29590  18.74956
H  16.98309  3.41676  17.41616
H  15.51655  3.99941  17.74248
N  22.09036  4.13245  20.09530
C  21.76541  3.58833  18.87718
N  21.17895  2.29481  18.88780
O  21.96664  4.17960  17.83349
H  22.58594  5.00216  19.98721
H  21.51480  3.85054  20.87790
H  20.73181  1.90959  19.69208
H  20.88907  1.92874  17.99164
N  12.11076  6.56945  25.24656
C  13.42490  6.73890  24.62482
N  14.31229  7.60726  25.38939
O  13.70161  6.27973  23.50945
H  11.48601  6.01217  24.71129
H  12.16901  6.38436  26.24036
H  13.95304  7.94603  26.23848
H  15.30350  7.52577  25.34771
N  16.61899  2.46169  14.79230
C  16.26531  1.89306  13.51140
N  16.75957  2.55515  12.30303
O  15.52344  0.93136  13.50312
H  17.53185  2.87838  14.94639
H  16.39899  1.80635  15.58320
H  17.33017  3.37040  12.32720
H  16.42998  2.24909  11.38767